C5H10N2O | wB97M-V/def2-TZVPD

Each line ends with the Löwdin charge.
Cartesian coordinates (Å):
C 0.675 0.003 1.510  -0.03
C 0.192 0.020 0.020  -0.44
C 1.504 0.140 -0.877  -0.13
C 0.862 -1.278 -0.676  -0.09
C -2.079 -0.675 -0.104  -0.28
H 0.488 0.979 1.896  0.04
H 0.222 -0.757 2.165  0.08
H 1.905 0.147 1.294  0.14
H 1.152 0.695 -1.777  0.09
H 2.586 0.116 -0.658  0.09
H 0.457 -1.643 -1.716  0.14
H 1.546 -1.822 0.087  0.13
H -1.162 2.013 0.470  0.07
H -0.954 2.151 -1.081  0.13
H -3.132 -0.188 0.090  0.16
N -1.137 0.330 -0.288  -0.21
N -1.428 1.564 -0.355  0.05
O -1.696 -1.795 -0.001  0.04

2S+1 = 1
HOMO = -9.0 eV
SMILES = CC1(N(N)C=O)CC1
Frontier orbital gap = 9.91 eV
Relative energy (zero: lowest compared OMol25 entry of this formula, charge and spin) = 116.6 kcal per mole
E_tot = -10370.249 eV
Total charge = 0